{
  "formula": "C13H12F5N2OOsS",
  "method": "wB97M-V/def2-TZVPD",
  "homo_lumo_gap_ev": [8.25, 5.63],
  "s_squared": 6.035,
  "total_charge": 3,
  "homo_energy_ev": [-19.5, -19.8],
  "spin_multiplicity": 5,
  "symbols": ["Os", "F", "C", "C", "F", "C", "F", "C", "S", "C", "F", "C", "F", "N", "C", "H", "O", "C", "C", "C", "C", "C", "C", "N", "H", "H", "H", "H", "H", "H", "H", "H", "H", "H", "H"],
  "coordinates": [[-0.03381, 1.16738, 0.75936], [6.15080, 3.70623, -0.48606], [4.84419, 3.74417, -0.19876], [4.24226, 2.50643, -0.14253], [4.98994, 1.43371, -0.37134], [2.84958, 2.47184, 0.15617], [2.24349, 1.14203, 0.11411], [1.97428, 3.55769, 0.27208], [0.22839, 3.48385, 0.51290], [2.76842, 4.83728, 0.15344], [2.07612, 5.84875, 0.32933], [4.13393, 4.95722, -0.12536], [4.60267, 6.09513, -0.21075], [-3.09575, 1.64092, 1.20185], [-1.97431, 1.50706, 1.01323], [-3.97851, 1.80014, 1.58973], [-0.36376, -0.69392, 0.32565], [-0.90741, -1.81758, 0.73657], [-0.09743, -2.97330, 0.61351], [-0.57143, -3.61271, -0.77979], [-2.10217, -3.59558, -0.99610], [-2.72913, -2.21180, -1.22901], [-3.23167, -1.52146, 0.05002], [-2.19263, -1.87241, 1.03594], [-0.41561, -3.76199, 1.41842], [0.96286, -2.89793, 0.78094], [-0.06199, -4.55268, -0.97990], [-0.03493, -3.07114, -1.57702], [-2.56750, -4.17234, -0.22646], [-2.29702, -4.22601, -1.92729], [-3.54567, -2.24834, -1.92882], [-1.96153, -1.58350, -1.63540], [-4.17179, -1.92021, 0.41529], [-3.29226, -0.45899, -0.16694], [-2.44068, -2.70796, 1.50301]],
  "atomic_forces_ev_per_a": [[-0.21, 0.38, -1.19], [-1.61, 0.50, 0.53], [2.79, 2.04, -1.16], [-0.32, -1.97, 0.09], [-1.70, 1.60, 0.53], [-2.33, -1.38, -0.50], [0.43, 1.97, 0.63], [3.17, -1.19, -0.23], [0.81, -0.30, 0.00], [-1.70, -3.03, 0.25], [-1.13, 2.68, 0.23], [-0.38, -4.22, 0.48], [1.71, 2.87, -0.36], [2.09, -0.03, -0.44], [-0.01, -0.12, 0.54], [-1.82, 0.32, 0.48], [-0.18, 0.77, 0.03], [-0.46, 1.03, 0.36], [-0.56, -4.21, 1.68], [0.81, 1.15, -0.79], [0.62, -1.20, -2.11], [-0.50, -0.39, 0.55], [0.44, -0.03, -1.16], [0.98, 1.01, 0.28], [0.26, 1.34, -1.26], [0.38, 0.52, -0.47], [-0.50, -0.62, 0.97], [-0.60, 0.61, 0.15], [-0.57, -0.30, 0.71], [0.34, 0.85, 1.13], [-0.23, -0.11, -0.42], [0.39, 0.49, -0.56], [-0.07, 0.12, 0.08], [-0.21, -0.02, 0.42], [-0.10, -1.12, 0.54]],
  "lowdin_charge": [1.3842, 0.2148, -0.0416, -0.0437, 0.2498, -0.0846, -0.0770, -0.4149, 0.7588, -0.1373, 0.2977, -0.1348, 0.3308, 0.3051, -0.2170, 0.1430, -0.1993, -0.3956, -0.0503, -0.1115, -0.1540, -0.1449, -0.1038, 0.1357, 0.1939, 0.1333, 0.1335, 0.1273, 0.1134, 0.1617, 0.1305, 0.1063, 0.1474, 0.0901, 0.1531]
}

---

{
  "formula": "C13H12NO6S4Ti",
  "method": "wB97M-V/def2-TZVPD",
  "homo_lumo_gap_ev": 6.29,
  "total_charge": 1,
  "homo_energy_ev": -11.0,
  "symbols": ["Ti", "O", "C", "O", "C", "O", "C", "C", "O", "O", "H", "H", "H", "H", "H", "O", "C", "S", "C", "C", "S", "S", "S", "N", "C", "C", "C", "C", "C", "C", "H", "H", "H", "H", "H", "H", "H"],
  "coordinates": [[-0.73518, 0.34438, 0.86243], [-1.53576, 4.27755, 1.94782], [-1.42237, 3.13442, 1.34179], [-0.81152, 2.17544, 1.80028], [-2.08857, 3.01049, 0.00185], [-2.42056, 1.62831, -0.19037], [-3.69779, 1.26927, 0.41356], [-3.51479, 0.45861, 1.67411], [-4.34456, 0.35479, 2.50990], [-2.28417, -0.13610, 1.69824], [-1.03465, 4.25886, 2.78604], [-1.34173, 3.28408, -0.74528], [-2.95756, 3.65473, -0.09879], [-4.23915, 0.66971, -0.31653], [-4.27851, 2.16319, 0.62611], [5.94012, 0.33168, 0.08235], [4.76118, 0.39086, 0.24358], [3.63577, 1.10912, -0.94396], [2.19055, 0.78790, -0.03166], [2.32193, 0.15469, 1.13500], [0.99146, -0.31725, 2.20175], [3.92267, -0.29659, 1.65915], [0.66012, 1.29601, -0.78028], [-1.06781, -1.33438, -0.47773], [0.15797, -2.00824, -0.95774], [0.60551, -1.75435, -2.23925], [1.78781, -2.33194, -2.67462], [2.50583, -3.16852, -1.82989], [2.02526, -3.44106, -0.55729], [0.84289, -2.86201, -0.11745], [-1.61508, -1.06167, -1.29367], [-1.62747, -2.01963, 0.03171], [0.05154, -1.09294, -2.89531], [2.14461, -2.12812, -3.67560], [3.43121, -3.61480, -2.16807], [2.56801, -4.10646, 0.10073], [0.47278, -3.08000, 0.87709]],
  "atomic_forces_ev_per_a": [[0.95, -0.53, 0.05], [0.22, -0.07, 0.05], [-0.20, 0.08, 0.04], [-0.25, 0.53, 0.42], [-0.01, -0.21, -0.11], [-0.08, 0.19, 0.24], [0.11, 0.21, -0.49], [0.91, -0.32, 0.08], [-0.18, -0.13, 0.19], [-1.05, 0.28, 0.19], [-0.06, 0.10, -0.06], [-0.01, 0.00, -0.09], [-0.04, 0.03, 0.01], [-0.03, -0.03, -0.03], [-0.05, 0.00, 0.02], [-0.11, 0.11, 0.05], [0.19, -0.25, -0.14], [0.06, 0.06, 0.02], [-0.37, 0.22, -0.54], [-0.21, -0.33, 0.51], [-0.18, 0.15, -0.46], [0.03, 0.07, -0.02], [0.24, 0.03, 0.12], [0.41, -0.49, -0.11], [-0.38, 0.16, -0.01], [0.06, 0.12, -0.15], [0.04, -0.05, 0.02], [-0.02, 0.03, -0.03], [-0.01, 0.00, -0.01], [0.07, -0.12, 0.15], [0.00, 0.04, 0.07], [-0.05, 0.09, -0.02], [0.00, 0.00, 0.01], [0.00, -0.01, 0.02], [-0.01, 0.00, 0.01], [-0.01, 0.00, -0.01], [-0.01, 0.04, 0.00]],
  "lowdin_charge": [0.7299, 0.2333, -0.4430, -0.0298, -0.0716, -0.2009, -0.0300, -0.5055, 0.1957, -0.1643, 0.1789, 0.1360, 0.1564, 0.1567, 0.1506, -0.0098, -0.9680, 1.0036, -1.0631, -1.0733, 0.7164, 1.0026, 0.6785, 0.0067, -0.3219, -0.0621, -0.0547, -0.0583, -0.0529, -0.0594, 0.1215, 0.1263, 0.1150, 0.1167, 0.1147, 0.1174, 0.1117]
}

---

{
  "formula": "C13H13FeN2O3",
  "method": "wB97M-V/def2-TZVPD",
  "homo_lumo_gap_ev": [4.14, 2.36],
  "s_squared": 6.139,
  "total_charge": 1,
  "homo_energy_ev": [-8.1, -10.9],
  "spin_multiplicity": 5,
  "symbols": ["O", "C", "Fe", "C", "O", "C", "O", "C", "C", "C", "C", "C", "C", "H", "H", "H", "H", "H", "H", "H", "C", "N", "C", "N", "C", "C", "H", "H", "H", "H", "H", "H"],
  "coordinates": [[-2.00294, 1.92213, 1.10863], [-1.56319, 1.06293, 1.75503], [-0.85046, -0.19338, 2.75691], [0.18449, 1.03262, 3.58170], [0.58675, 1.96602, 4.14965], [-2.16646, -0.10997, 3.88929], [-2.96751, 0.27782, 4.64224], [0.76956, -0.87781, 0.61591], [-0.50676, -1.39532, 0.12986], [-1.44844, -1.51687, 1.32273], [-0.96422, -2.26269, 2.43206], [0.35849, -1.97168, 2.79418], [1.11392, -1.09846, 1.94092], [1.39499, -0.22578, 0.00802], [-0.95773, -0.76398, -0.64124], [-0.37149, -2.39571, -0.33402], [-2.51359, -1.52521, 1.09061], [-1.59764, -2.92183, 3.03200], [0.83066, -2.37875, 3.69442], [2.06923, -0.72373, 2.34754], [0.76764, 2.73689, -3.99213], [0.85366, 1.42198, -3.38096], [0.82334, 1.17336, -2.02909], [0.95058, -0.13219, -1.82368], [1.04839, -0.75487, -3.04599], [0.99451, 0.19922, -4.02603], [0.73065, 2.60698, -5.07868], [-0.13693, 3.25166, -3.64701], [1.64237, 3.34365, -3.72487], [0.72030, 1.97960, -1.31097], [1.16430, -1.82957, -3.15327], [1.04352, 0.10296, -5.10376]],
  "atomic_forces_ev_per_a": [[0.64, -1.43, 0.98], [-1.63, 3.19, -2.91], [0.58, -1.26, 1.08], [2.86, 4.11, 2.54], [-1.09, -2.08, -1.32], [-4.14, 1.84, 3.77], [1.78, -1.37, -1.81], [1.37, 0.99, 1.88], [-1.04, -0.75, -0.12], [-0.67, -1.46, -1.64], [-0.57, 0.25, -0.15], [1.86, -1.49, -0.41], [0.78, -0.89, -0.10], [-0.18, -0.57, 0.95], [-0.04, 0.00, 0.20], [-0.03, 0.20, -0.09], [0.24, -0.33, 0.04], [0.16, 0.49, -0.06], [-0.35, 0.24, -0.31], [-0.58, -0.14, -0.39], [-0.03, 0.60, -0.43], [0.10, -1.21, -1.43], [0.25, -1.02, -1.59], [0.14, -1.48, -2.19], [0.06, -0.27, 4.06], [-0.32, 3.97, -0.99], [-0.02, 0.16, 0.30], [0.18, -0.20, -0.14], [-0.19, -0.25, -0.09], [0.01, -0.27, 0.17], [-0.08, 0.25, 0.13], [-0.04, 0.18, 0.11]],
  "lowdin_charge": [0.1313, -0.1551, 0.1582, -0.0988, 0.1404, -0.1239, 0.1437, -0.1194, -0.2185, -0.2201, -0.1431, -0.1562, -0.1486, 0.0719, 0.0952, 0.1272, 0.1202, 0.1328, 0.1277, 0.1264, 0.0171, -0.0729, 0.0243, 0.0656, 0.0433, 0.1017, 0.1088, 0.1145, 0.1147, 0.1777, 0.1527, 0.1612]
}

---

{
  "formula": "C13H13IrN3O2",
  "method": "wB97M-V/def2-TZVPD",
  "homo_lumo_gap_ev": [7.99, 7.99],
  "total_charge": 1,
  "homo_energy_ev": [-12.6, -12.6],
  "symbols": ["Ir", "O", "C", "N", "C", "C", "C", "C", "C", "C", "N", "C", "C", "C", "C", "C", "N", "H", "H", "H", "H", "H", "H", "H", "H", "H", "H", "C", "O", "H", "H", "H"],
  "coordinates": [[0.23409, 0.03809, 0.57648], [-1.97135, 2.27409, -1.82952], [-1.17692, 1.85984, -1.03217], [-1.10046, 0.52480, -0.61798], [-1.85580, -0.50970, -1.30650], [-1.56899, -1.82259, -0.62887], [-2.24808, -2.98385, -0.95459], [-1.96873, -4.14841, -0.26443], [-1.02342, -4.12402, 0.75230], [-0.37619, -2.94082, 1.02587], [-0.62549, -1.81582, 0.33764], [-0.13511, 2.70361, -0.34578], [-0.02313, 4.05462, -0.57251], [0.98484, 4.75036, 0.08629], [1.83729, 4.06516, 0.93354], [1.66693, 2.70006, 1.11139], [0.69455, 2.04268, 0.48607], [-1.59633, -0.54760, -2.36789], [-2.92351, -0.28514, -1.24634], [-2.99375, -2.96252, -1.73752], [-2.49123, -5.06395, -0.50572], [-0.79110, -5.00707, 1.32906], [0.35877, -2.86128, 1.81452], [-0.71462, 4.53203, -1.25250], [1.10181, 5.81456, -0.06542], [2.63397, 4.57226, 1.45811], [2.31001, 2.10893, 1.74799], [2.77281, -1.44948, 0.59789], [2.02712, -0.30539, 0.97321], [2.22974, -2.38169, 0.75875], [3.68487, -1.45854, 1.19403], [3.04741, -1.37319, -0.45541]],
  "atomic_forces_ev_per_a": [[0.09, 0.04, -0.02], [0.01, 0.00, 0.00], [0.00, 0.02, 0.00], [-0.04, -0.06, 0.07], [-0.06, 0.03, 0.03], [0.02, -0.02, -0.01], [-0.01, 0.01, 0.01], [0.00, -0.01, 0.00], [0.00, 0.00, 0.01], [-0.01, 0.02, 0.00], [0.00, -0.02, -0.06], [-0.01, -0.01, 0.00], [-0.01, -0.01, 0.00], [0.01, 0.00, 0.01], [-0.01, 0.01, -0.01], [-0.01, 0.00, 0.00], [0.04, -0.03, 0.01], [0.03, -0.01, 0.00], [0.00, 0.00, -0.03], [0.00, 0.00, 0.00], [0.00, 0.00, 0.00], [0.00, 0.00, 0.00], [0.00, -0.01, 0.00], [0.00, 0.00, 0.00], [0.00, 0.00, 0.00], [0.00, 0.00, 0.00], [0.00, 0.00, 0.00], [0.01, -0.03, 0.03], [-0.05, 0.06, -0.05], [-0.01, 0.00, -0.01], [-0.01, -0.01, 0.01], [0.01, 0.01, 0.00]],
  "lowdin_charge": [1.4285, 0.1542, -0.4219, -0.1886, -0.1207, -0.2335, 0.0074, -0.0174, -0.0225, -0.1045, -0.0829, -0.1772, 0.0358, -0.0087, -0.0107, -0.0778, -0.0724, 0.1490, 0.1481, 0.1324, 0.1249, 0.1217, 0.1179, 0.1354, 0.1251, 0.1219, 0.1195, -0.1622, -0.4560, 0.0530, 0.0924, 0.0898]
}

---

{
  "formula": "C13H13NO",
  "method": "wB97M-V/def2-TZVPD",
  "homo_lumo_gap_ev": [5.67, 6.51],
  "s_squared": 2.030,
  "total_charge": 0,
  "homo_energy_ev": [-4.9, -8.9],
  "spin_multiplicity": 3,
  "symbols": ["C", "C", "C", "C", "C", "C", "C", "C", "C", "C", "C", "C", "C", "N", "O", "H", "H", "H", "H", "H", "H", "H", "H", "H", "H", "H", "H", "H"],
  "coordinates": [[3.29719, -0.98323, 0.19009], [2.73366, -0.16443, -0.90341], [2.44609, -1.43891, 1.17243], [1.38206, 0.03910, -0.93170], [1.04759, -1.15150, 1.10126], [0.54476, -0.48370, 0.00829], [-1.31268, -1.15542, 2.02186], [-1.73618, -0.58453, 0.76075], [-1.97319, 1.56769, -1.48549], [-0.47969, -0.45412, 3.04224], [0.12052, -1.50099, 2.21244], [-0.85963, -0.11451, -0.09889], [-2.37478, 2.03744, -2.98463], [-1.27698, 0.43699, -1.35725], [-2.43352, 2.18267, -0.51401], [4.39199, -1.08270, 0.10847], [3.26902, 0.29200, -1.67989], [2.73513, -2.01023, 1.95841], [1.00442, 0.52995, -1.82200], [-2.18562, -1.70570, 2.47776], [-2.85300, -0.28705, 0.65815], [-0.07184, 0.52973, 2.81799], [-0.46162, -0.67852, 4.04752], [0.49138, -2.47426, 2.66733], [-1.63160, 2.74731, -3.21445], [-2.30968, 1.07678, -3.66447], [-3.35362, 2.46041, -2.93808], [-1.05419, -0.17280, -2.15045]],
  "atomic_forces_ev_per_a": [[0.37, 1.57, -1.97], [-1.45, -1.28, 2.27], [-2.24, 1.79, -2.20], [3.13, 0.41, -2.80], [1.63, -1.15, 1.82], [-5.16, 2.00, -0.49], [-2.44, -1.42, 0.44], [-7.24, -1.13, 4.66], [-3.16, 1.83, -0.47], [1.86, 2.31, -1.02], [1.56, -3.01, -0.70], [7.12, 1.43, -4.94], [1.09, -3.99, 1.52], [1.10, -1.72, 0.27], [1.17, -0.63, -1.15], [-0.70, -0.47, 0.68], [1.25, 0.24, -0.74], [1.22, -1.55, 2.27], [-0.11, 0.26, 0.37], [1.46, 0.04, -0.33], [2.12, -0.59, 0.21], [-0.44, 0.10, 0.01], [-0.84, -0.41, 2.10], [-1.11, 1.22, -0.17], [0.74, 0.91, -0.80], [-0.22, 2.17, 1.01], [-0.52, 0.18, -0.06], [-0.18, 0.90, 0.20]],
  "lowdin_charge": [-0.0498, -0.0471, -0.0233, -0.0634, -0.1148, -0.1352, -0.2194, -0.0110, -0.4834, -0.0341, -0.2093, -0.1834, 0.0191, 0.0954, 0.0294, 0.1014, 0.0789, 0.0735, 0.1097, 0.1599, 0.1554, 0.1320, 0.0853, 0.1706, 0.0445, 0.1046, 0.0568, 0.1577]
}

---

{
  "formula": "C13H13NS",
  "method": "wB97M-V/def2-TZVPD",
  "homo_lumo_gap_ev": 9.25,
  "total_charge": 0,
  "homo_energy_ev": -8.5,
  "symbols": ["C", "C", "C", "C", "C", "C", "C", "C", "C", "C", "C", "C", "C", "N", "S", "H", "H", "H", "H", "H", "H", "H", "H", "H", "H", "H", "H", "H"],
  "coordinates": [[-3.65337, -1.37069, -0.45103], [-3.77129, -0.10139, 0.12637], [-2.38167, -1.85890, -0.67605], [3.30689, 0.48133, -1.64294], [3.82405, -0.64911, -1.00628], [-2.71735, 0.70776, 0.41324], [-1.28208, -1.09735, -0.25417], [2.07358, 1.00115, -1.25151], [3.17239, -1.20781, 0.06389], [-1.38253, 0.19018, 0.14776], [1.47362, 0.38670, -0.24763], [0.23411, 0.67464, 1.95873], [-0.19805, 0.92281, 0.54344], [2.00034, -0.64065, 0.38350], [-0.26754, 2.75933, 0.11849], [-4.58991, -1.86258, -0.71958], [-4.80147, 0.28320, 0.17917], [-2.18447, -2.89314, -1.15049], [3.84825, 0.89657, -2.51856], [4.67522, -1.12940, -1.46536], [-2.78262, 1.74820, 0.73488], [-0.29989, -1.53696, -0.37719], [1.45265, 1.67545, -1.82704], [3.29568, -2.13073, 0.49465], [-0.50650, 1.12685, 2.74573], [1.35366, 0.86292, 2.08698], [0.12111, -0.33467, 2.11496], [-0.01280, 3.09629, 1.47603]],
  "atomic_forces_ev_per_a": [[0.18, 0.19, -0.05], [-1.81, 0.27, -0.51], [0.08, -1.79, -0.20], [0.33, 0.10, -0.66], [1.00, 0.25, -0.95], [2.58, -0.07, -0.61], [0.32, -1.53, -1.44], [0.58, 0.87, -2.59], [-2.61, 2.86, -1.71], [-2.78, 0.56, 0.89], [-3.61, -1.49, 3.71], [-0.17, 2.46, 1.59], [4.89, 1.48, -1.49], [-0.49, -0.66, 1.10], [0.18, -0.61, 2.33], [0.53, -0.19, -0.05], [0.55, -0.03, 0.37], [-0.47, 1.83, 0.89], [-0.49, -0.33, 0.69], [0.34, 0.05, 0.22], [-0.32, -0.40, -0.01], [0.05, 0.07, 0.00], [0.69, 0.57, -0.12], [1.11, -1.91, 1.08], [1.58, -0.25, -1.37], [-1.86, 0.35, 0.34], [-0.06, -2.56, 0.37], [-0.30, -0.09, -1.82]],
  "lowdin_charge": [-0.1002, -0.1107, -0.0776, -0.0472, -0.0728, -0.0362, -0.0589, -0.0832, -0.0975, -0.2805, -0.2193, -0.1443, -0.6086, 0.0694, 0.7427, 0.1029, 0.1091, 0.1316, 0.1183, 0.0984, 0.0894, 0.1057, 0.0934, 0.0844, 0.1250, 0.1070, 0.0390, -0.0792]
}

---

no.,E_tot (hartree)
1,-1674.1839
2,-3450.9145
3,-2101.6147
4,-922.0598
5,-632.9792
6,-956.0193